Record 1
An isolated molecule of C4H6O in a non-equilibrium geometry. Source: the OMol25 dataset; level of theory: ωB97M-V/def2-TZVPD.

charge = 0
ΔE to the lowest compared entry with this formula, charge and spin = 20.7 kcal per mole
highest occupied orbital energy = -9.904 eV
frontier orbital gap = 10.81 eV

Geometry as XYZ:
```
11
C4H6O ωB97M-V/def2-TZVPD
O 2.670 0.135 -0.190
C 1.533 -0.213 0.257
C -0.845 0.778 0.169
C -1.012 -0.655 -0.089
C 0.282 -0.003 -0.499
H -1.824 -1.056 -0.782
H -1.374 1.453 -0.490
H -0.853 -1.266 0.776
H -0.665 1.283 1.096
H 1.514 -0.651 1.335
H 0.574 0.196 -1.583
```

For each atom in turn, the Löwdin charge in e is: O -0.019; C -0.210; C -0.122; C -0.131; C -0.260; H 0.136; H 0.102; H 0.089; H 0.100; H 0.149; H 0.165

***

Record 2
C16H18N3O2PtSe2 as an isolated structure in a non-equilibrium geometry. Source: the OMol25 dataset; level of theory: ωB97M-V/def2-TZVPD.

charge = +1
ΔE to the lowest compared entry with this formula, charge and spin = 67.6 kcal per mole
highest occupied orbital energy (alpha / beta) = -11.215 / -11.176 eV
frontier orbital gap (alpha / beta) = 6.34 / 6.27 eV

Geometry as XYZ:
```
42
C16H18N3O2PtSe2 ωB97M-V/def2-TZVPD
Pt -0.156 -0.029 -0.178
Se 0.365 -2.317 0.588
Se 2.754 -0.739 -1.062
O -4.201 1.310 0.085
O -2.660 3.438 -0.101
N -1.916 1.263 -0.194
N 0.613 2.099 -0.064
N -2.072 -1.287 -0.989
C -0.330 3.037 -0.166
C -3.178 -0.736 -0.502
C 4.385 0.315 -1.358
C -0.034 4.389 -0.274
C -1.777 2.618 -0.140
C 3.082 -1.223 0.838
C -4.372 -2.791 -0.649
C -3.227 -3.354 -1.197
C -3.172 0.734 -0.164
C 1.291 4.785 -0.307
C -2.100 -2.562 -1.362
C -4.359 -1.446 -0.325
C 2.245 -2.427 1.213
C 1.880 2.490 -0.039
C -0.609 -2.509 2.266
C 2.268 3.812 -0.177
H 2.233 -2.588 2.292
H 2.619 1.716 0.093
H 4.617 0.928 -0.491
H -5.257 -3.384 -0.479
H -1.203 -2.957 -1.826
H -3.198 -4.395 -1.477
H 3.315 4.066 -0.178
H 4.140 -1.474 0.940
H -1.668 -2.424 2.029
H 5.206 -0.370 -1.560
H -0.404 -3.504 2.654
H -0.324 -1.741 2.981
H 2.860 -0.352 1.463
H 4.222 0.942 -2.230
H -5.212 -0.918 0.075
H 2.642 -3.323 0.730
H 1.552 5.824 -0.419
H -0.857 5.084 -0.338
```

For each atom in turn, the Löwdin charge in e is: Pt 0.835; Se 0.881; Se 0.873; O 0.143; O 0.140; N 0.023; N -0.007; N -0.002; C -0.173; C -0.192; C -0.372; C 0.037; C -0.440; C -0.534; C -0.015; C -0.023; C -0.440; C -0.010; C -0.174; C 0.032; C -0.497; C -0.130; C -0.325; C -0.018; H 0.082; H 0.051; H 0.025; H 0.122; H 0.104; H 0.117; H 0.117; H 0.082; H 0.026; H 0.028; H 0.040; H 0.042; H 0.067; H 0.030; H 0.132; H 0.071; H 0.122; H 0.133

***

DFT total energy values, unit hartree, following the record order: -231.19073 -5857.16646.